Molecular formula: C19H24N4O3
Method: DFT, ωB97M-V with the def2-TZVPD basis set

Atoms and positions in Å:
C1 -4.11522 -3.41485 2.76727
C2 -3.41150 -2.91892 1.58736
C3 -2.83628 -2.51430 0.61578
C4 -2.10726 -1.99844 -0.54268
C5 -0.61878 -2.37162 -0.47357
N1 0.04143 -1.87585 0.72994
C6 -0.01445 -0.61143 1.18686
O1 -0.47320 0.34026 0.54118
C7 0.55668 -0.41682 2.52273
N2 1.04493 -1.44406 3.27912
C8 1.48074 -0.91700 4.38937
N3 1.29734 0.44197 4.39954
C9 1.61030 1.37966 5.35869
C10 1.32744 2.67529 5.12287
C11 0.71030 3.07013 3.89312
C12 0.39981 2.15016 2.94808
C13 0.69842 0.78390 3.19579
C14 0.19244 -1.94468 -1.70921
O2 0.97799 -2.71750 -2.22726
N4 -0.02500 -0.67603 -2.12633
C15 0.91593 0.02184 -2.99652
C16 1.97350 0.69991 -2.12421
O3 1.42798 1.72243 -1.30661
C17 0.15122 0.99188 -3.88963
C18 1.03284 1.76831 -4.85941
C19 0.21067 2.60126 -5.83490
H1 -3.97675 -4.49021 2.87848
H2 -3.74468 -2.92906 3.67000
H3 -5.18429 -3.21685 2.69002
H4 -2.51698 -2.41782 -1.46412
H5 -2.23548 -0.91806 -0.59067
H6 -0.53101 -3.45513 -0.44055
H7 0.41789 -2.55074 1.37855
H8 1.93226 -1.44050 5.21579
H9 2.07481 1.00754 6.25959
H10 1.57341 3.41183 5.87340
H11 0.49410 4.11575 3.72394
H12 -0.06630 2.40869 2.00960
H13 -0.54205 -0.09102 -1.48247
H14 1.41024 -0.73890 -3.60339
H15 2.47154 -0.06728 -1.52051
H16 2.73186 1.17132 -2.74962
H17 0.87863 1.31754 -0.61897
H18 -0.59315 0.41789 -4.44917
H19 -0.39879 1.69725 -3.25889
H20 1.70405 2.42520 -4.30132
H21 1.66789 1.07012 -5.41466
H22 0.84817 3.16394 -6.51764
H23 -0.44534 1.96720 -6.43472
H24 -0.41830 3.31580 -5.30004

* HOMO: -8.323 eV
* multiplicity: 1
* electronic energy: -1183.15976 Ha
* SMILES: CC#CC[C@H](NC(=O)c1ncn2ccccc12)C(=O)N[C@H](CO)CCC
* gap between HOMO and LUMO: 8.5 eV
* charge: 0
* ΔE to the lowest compared entry with this formula, charge and spin: 64.5 kcal/mol

Molecular formula: C29H34ClI2N4O2PbS2
Method: DFT, ωB97M-V with the def2-TZVPD basis set

Atoms and positions in Å:
Pb1 0.77149 0.63059 -0.11511
Cl1 -3.68341 3.11951 -5.77594
C1 -2.46396 2.87391 -4.57626
C2 -1.81577 3.97950 -3.99926
C3 -0.90133 3.78477 -3.00476
C4 -0.60292 2.49600 -2.47271
O1 0.14449 2.41341 -1.43622
C5 -1.15102 1.37848 -3.18317
C6 -0.70353 0.04692 -3.03471
N1 0.02167 -0.45373 -2.07749
C7 0.43884 -1.77628 -2.17093
C8 -0.30790 -2.77141 -2.76922
C9 0.20035 -4.06280 -2.93130
C10 1.45600 -4.37937 -2.49081
C11 2.22296 -3.41825 -1.79952
C12 3.50472 -3.69212 -1.27916
C13 4.19746 -2.70642 -0.63057
C14 3.58114 -1.45935 -0.45522
N2 2.38501 -1.17370 -0.91139
C15 1.70305 -2.11081 -1.60723
C16 -2.08913 1.61128 -4.21698
H1 -2.04562 4.97176 -4.35620
H2 -0.37522 4.62386 -2.57483
H3 -0.96752 -0.59824 -3.87440
H4 -1.30646 -2.55743 -3.11524
H5 -0.40531 -4.80122 -3.43198
H6 1.86374 -5.36664 -2.64182
H7 3.91509 -4.68169 -1.40603
H8 5.18700 -2.88061 -0.23964
H9 4.08995 -0.67746 0.08433
H10 -2.52896 0.76023 -4.71553
I1 0.10749 5.06405 0.55515
C17 -2.02503 5.15776 0.42119
I2 -2.98909 3.25356 0.23881
H11 -2.27606 5.73869 -0.45888
H12 -2.40671 5.62979 1.32102
N3 -6.14238 -2.36355 0.71444
C18 -5.21592 -2.11386 1.65019
S1 -5.50989 -2.43627 3.23813
C19 -3.93442 -1.52152 1.25356
C20 -3.76898 -0.80084 0.06964
C21 -2.53326 -0.25398 -0.21730
N4 -1.47964 -0.37821 0.58322
C22 -1.63060 -1.04916 1.72454
C23 -2.82438 -1.63066 2.09778
H13 -7.01239 -2.77089 1.01622
H14 -5.97954 -2.24647 -0.27105
H15 -4.58826 -0.63875 -0.61219
H16 -2.38306 0.31292 -1.12199
H17 -0.75237 -1.11213 2.35015
H18 -2.92468 -2.16523 3.03009
C24 2.84139 -2.02399 4.02757
S2 2.24215 -1.84998 2.32178
C25 1.48477 -3.48672 2.12758
H19 1.99307 -2.07257 4.70261
H20 3.44162 -1.14723 4.24025
H21 3.45097 -2.91933 4.10203
H22 2.24727 -4.25223 2.24263
H23 1.06197 -3.53171 1.12850
H24 0.70644 -3.61376 2.87462
C26 0.16019 2.29911 3.37177
C27 1.64525 1.99751 3.22377
O2 2.04139 2.16428 1.86762
C28 3.29833 2.79747 1.68972
C29 3.57133 2.98378 0.20852
H25 -0.16825 2.06468 4.38033
H26 -0.42409 1.71121 2.66785
H27 -0.01937 3.35186 3.17729
H28 1.86131 0.96752 3.54323
H29 2.21933 2.68654 3.85440
H30 4.09057 2.19305 2.15320
H31 3.27838 3.78019 2.18024
H32 3.64732 2.02184 -0.29893
H33 4.50467 3.52935 0.07810
H34 2.75827 3.55119 -0.23808

* HOMO: -10.132 eV
* multiplicity: 1
* electronic energy: -3539.61830 Ha
* gap between HOMO and LUMO: 6.9 eV
* charge: +1
* ΔE to the lowest compared entry with this formula, charge and spin: 24.3 kcal/mol

Molecular formula: C5H11N
Method: DFT, ωB97M-V with the def2-TZVPD basis set

Atoms and positions in Å:
C1 0.65323 -0.42867 0.04733
C2 0.83231 0.90193 0.69229
C3 -1.46065 -1.47514 -0.38135
C4 0.94659 -0.06955 -1.48100
C5 -0.23121 1.55109 1.49215
N1 -0.43704 -1.09763 0.55737
H1 1.55157 -0.90788 0.50731
H2 1.85664 1.17013 0.95308
H3 -2.21518 -2.07711 0.12804
H4 -1.97256 -0.60083 -0.82343
H5 -1.08018 -2.05888 -1.23404
H6 -0.05194 2.63182 1.53579
H7 -1.22095 1.33213 1.08437
H8 1.94808 0.34566 -1.61233
H9 0.92211 -1.00164 -2.05083
H10 0.21051 0.58820 -1.94584
H11 -0.25132 1.19638 2.53110

* HOMO (spin up / spin down): -8.770 / -7.423 eV
* multiplicity: 1
* electronic energy: -251.71369 Ha
* gap between HOMO and LUMO (spin up / spin down): 9.5 / 7.5 eV
* charge: 0
* ΔE to the lowest compared entry with this formula, charge and spin: 93.4 kcal/mol

Which value of multiplicity does entry 1 give? 1

The highest ΔE to the lowest compared entry with this formula, charge and spin belongs to which entry? C5H11N

The highest electronic energy belongs to which entry? C5H11N

Which formula does entry 1 have? C19H24N4O3